{"formula": "C50H145N23O17", "method": "ωB97M-V/def2-TZVPD", "symbols": ["C", "C", "C", "O", "C", "N", "H", "H", "H", "H", "H", "H", "H", "H", "H", "H", "H", "C", "C", "C", "O", "C", "N", "H", "H", "H", "H", "H", "H", "H", "H", "H", "H", "H", "C", "C", "C", "O", "C", "N", "H", "H", "H", "H", "H", "H", "H", "H", "H", "H", "H", "C", "C", "C", "O", "C", "N", "H", "H", "H", "H", "H", "H", "H", "H", "H", "H", "H", "C", "C", "C", "O", "C", "N", "H", "H", "H", "H", "H", "H", "H", "H", "H", "H", "H", "C", "C", "C", "O", "C", "N", "H", "H", "H", "H", "H", "H", "H", "H", "H", "H", "H", "C", "C", "C", "O", "C", "N", "H", "H", "H", "H", "H", "H", "H", "H", "H", "H", "H", "C", "C", "C", "O", "C", "N", "H", "H", "H", "H", "H", "H", "H", "H", "H", "H", "H", "C", "C", "C", "O", "C", "N", "H", "H", "H", "H", "H", "H", "H", "H", "H", "H", "H", "C", "C", "C", "O", "C", "N", "H", "H", "H", "H", "H", "H", "H", "H", "H", "H", "H", "C", "C", "C", "O", "C", "N", "H", "H", "H", "H", "H", "H", "H", "H", "H", "H", "H", "C", "O", "N", "N", "H", "H", "H", "H", "C", "O", "N", "N", "H", "H", "H", "H", "C", "O", "N", "N", "H", "H", "H", "H", "C", "O", "N", "N", "H", "H", "H", "H", "C", "O", "N", "N", "H", "H", "H", "H", "C", "O", "N", "N", "H", "H", "H", "H"], "coordinates": [[-4.361, 1.894, -2.700], [-5.489, 1.163, -2.005], [-5.726, 1.578, -0.543], [-4.545, 1.527, 0.231], [-4.778, 1.772, 1.607], [-6.634, 1.264, -2.878], [-4.176, 1.505, -3.702], [-3.521, 1.757, -2.019], [-4.504, 2.971, -2.778], [-5.077, 0.161, -2.128], [-6.442, 0.973, 0.013], [-6.285, 2.513, -0.506], [-3.808, 1.869, 2.095], [-5.400, 1.086, 2.181], [-5.268, 2.741, 1.703], [-7.359, 0.604, -2.638], [-6.286, 0.884, -3.746], [1.477, 2.177, -2.359], [0.345, 2.915, -3.059], [0.143, 4.345, -2.384], [-0.240, 4.391, -0.992], [-1.064, 5.422, -0.550], [0.512, 3.073, -4.430], [1.475, 1.126, -2.649], [1.633, 2.305, -1.288], [2.385, 2.466, -2.887], [-0.513, 2.272, -2.860], [-0.541, 4.871, -3.049], [1.094, 4.874, -2.443], [-0.510, 6.344, -0.375], [-1.466, 5.074, 0.401], [-1.910, 5.497, -1.234], [1.206, 3.798, -4.542], [-0.247, 3.536, -4.909], [-2.376, 4.335, 2.978], [-2.800, 5.744, 3.384], [-2.696, 6.951, 2.380], [-1.388, 7.228, 1.998], [-0.546, 7.733, 2.963], [-4.196, 5.462, 3.685], [-2.399, 3.553, 3.738], [-1.314, 4.447, 2.762], [-2.649, 3.913, 2.011], [-2.242, 6.145, 4.230], [-3.206, 7.867, 2.679], [-3.253, 6.648, 1.493], [0.224, 8.343, 2.492], [-0.048, 6.955, 3.542], [-0.893, 8.385, 3.765], [-4.775, 5.513, 2.859], [-4.618, 6.290, 4.083], [-4.841, -3.737, 1.876], [-4.490, -5.267, 1.692], [-5.606, -6.025, 0.926], [-5.365, -7.424, 1.211], [-6.063, -8.363, 0.463], [-3.236, -5.444, 1.086], [-5.712, -3.590, 2.515], [-5.090, -3.290, 0.914], [-4.035, -3.164, 2.335], [-4.512, -5.526, 2.751], [-5.442, -5.709, -0.104], [-6.559, -5.656, 1.304], [-7.147, -8.334, 0.574], [-5.741, -9.335, 0.836], [-5.821, -8.284, -0.597], [-3.203, -5.241, 0.097], [-2.596, -4.701, 1.328], [-1.945, -2.550, -3.181], [-2.532, -3.848, -3.535], [-1.645, -4.695, -4.485], [-2.062, -6.050, -4.558], [-3.353, -6.299, -5.096], [-2.742, -4.562, -2.290], [-0.949, -2.610, -2.740], [-2.434, -2.088, -2.324], [-2.062, -1.758, -3.921], [-3.480, -3.738, -4.062], [-0.577, -4.647, -4.273], [-1.654, -4.239, -5.475], [-3.232, -6.196, -6.175], [-4.113, -5.589, -4.770], [-3.635, -7.341, -4.943], [-1.874, -4.516, -1.777], [-2.879, -5.537, -2.517], [4.912, -0.214, -3.280], [4.981, 1.338, -3.400], [5.311, 2.083, -2.026], [5.572, 3.460, -2.380], [5.686, 4.240, -1.149], [6.026, 1.607, -4.446], [4.442, -0.804, -4.067], [4.507, -0.483, -2.304], [5.909, -0.649, -3.221], [4.078, 1.731, -3.867], [6.268, 1.744, -1.628], [4.508, 2.030, -1.291], [5.854, 5.303, -1.318], [6.459, 3.890, -0.464], [4.785, 4.038, -0.571], [5.699, 1.462, -5.391], [6.305, 2.575, -4.377], [-7.863, 8.395, -1.504], [-7.371, 7.135, -0.761], [-6.248, 7.411, 0.217], [-5.675, 6.245, 0.894], [-5.105, 5.286, 0.048], [-8.501, 6.552, -0.124], [-8.301, 9.086, -0.784], [-8.804, 8.165, -2.004], [-7.170, 8.920, -2.160], [-7.126, 6.273, -1.382], [-6.584, 8.114, 0.978], [-5.438, 7.933, -0.294], [-4.437, 5.709, -0.702], [-5.836, 4.613, -0.400], [-4.458, 4.581, 0.570], [-9.142, 6.285, -0.858], [-8.358, 5.666, 0.339], [-0.564, -1.246, 4.914], [-1.284, 0.038, 4.542], [-2.792, -0.058, 5.076], [-3.288, -1.315, 4.629], [-4.715, -1.617, 4.931], [-0.521, 1.123, 5.160], [0.513, -1.086, 4.962], [-0.785, -1.941, 4.104], [-0.816, -1.810, 5.812], [-1.270, 0.136, 3.457], [-3.374, 0.811, 4.772], [-2.920, -0.038, 6.159], [-5.458, -0.983, 4.447], [-4.897, -1.509, 6.000], [-4.960, -2.665, 4.760], [-0.985, 2.013, 5.047], [0.400, 1.274, 4.774], [2.696, -0.551, 0.287], [1.578, -1.454, 0.710], [0.314, -1.287, -0.072], [-0.415, -0.146, 0.541], [-1.552, 0.199, -0.237], [2.141, -2.776, 0.604], [2.896, -0.577, -0.784], [3.658, -0.745, 0.760], [2.422, 0.471, 0.552], [1.353, -1.422, 1.776], [-0.296, -2.171, 0.116], [0.399, -1.100, -1.142], [-1.785, 1.251, -0.074], [-2.385, -0.424, 0.091], [-1.482, 0.246, -1.323], [1.667, -3.481, 1.149], [3.087, -2.770, 0.959], [1.609, -6.074, -0.902], [0.242, -5.831, -0.167], [0.271, -5.966, 1.385], [1.071, -4.940, 1.987], [1.058, -4.741, 3.415], [-0.319, -4.605, -0.713], [1.394, -6.028, -1.970], [1.999, -7.070, -0.696], [2.381, -5.377, -0.576], [-0.439, -6.664, -0.347], [0.421, -6.957, 1.815], [-0.733, -5.832, 1.788], [0.071, -4.465, 3.786], [1.551, -3.780, 3.564], [1.649, -5.413, 4.036], [-0.210, -3.892, -0.005], [0.263, -4.438, -1.521], [8.112, -1.062, 0.031], [7.472, -0.433, 1.209], [8.327, 0.742, 1.763], [9.481, 0.378, 2.510], [10.301, 1.439, 3.067], [6.118, -0.021, 0.793], [9.129, -1.430, 0.171], [8.320, -0.370, -0.786], [7.558, -1.940, -0.300], [7.302, -1.208, 1.956], [7.626, 1.390, 2.289], [8.579, 1.461, 0.982], [9.682, 2.067, 3.707], [10.659, 2.003, 2.206], [11.187, 1.043, 3.565], [5.595, -0.783, 0.386], [6.334, 0.583, 0.013], [2.658, -2.828, -3.497], [1.737, -2.119, -3.820], [3.006, -3.122, -2.252], [3.393, -3.562, -4.305], [3.790, -3.729, -2.060], [2.749, -2.522, -1.482], [3.148, -3.489, -5.282], [4.218, -4.072, -4.024], [-0.418, -0.229, -6.498], [-1.106, 0.513, -7.182], [0.289, 0.128, -5.476], [-0.197, -1.520, -6.831], [0.807, -0.692, -5.193], [0.183, 0.985, -4.952], [-0.769, -1.940, -7.549], [0.511, -2.037, -6.329], [5.845, -4.966, -1.651], [5.902, -3.852, -2.178], [5.593, -6.017, -2.373], [5.648, -5.128, -0.385], [5.901, -6.046, -3.335], [5.523, -6.939, -1.968], [5.631, -4.333, 0.237], [5.457, -6.047, -0.013], [0.970, 3.648, 2.262], [1.301, 2.947, 3.216], [0.341, 3.168, 1.236], [1.335, 4.917, 2.156], [-0.200, 2.315, 1.225], [0.328, 3.840, 0.482], [0.973, 5.496, 1.411], [1.750, 5.216, 3.027], [4.284, 1.176, 3.928], [5.239, 0.588, 4.397], [4.134, 1.347, 2.584], [3.221, 1.638, 4.605], [4.794, 0.926, 1.946], [3.242, 1.702, 2.271], [3.224, 1.542, 5.611], [2.480, 2.128, 4.125], [5.121, -3.059, 2.558], [5.598, -2.909, 1.436], [5.361, -2.426, 3.694], [4.328, -4.083, 2.745], [5.032, -2.919, 4.512], [6.017, -1.663, 3.781], [3.868, -4.624, 2.026], [3.915, -4.153, 3.664]], "forces_ev_per_a": [[0.5, 1.1, 1.1], [1.0, -0.5, -0.4], [-0.7, -0.7, 0.1], [0.1, 0.0, -0.2], [0.3, 1.1, -0.1], [-0.9, 0.1, -0.1], [0.1, -0.2, 0.2], [0.5, 0.0, -0.5], [-0.3, 0.1, -0.1], [-0.2, -0.7, 1.2], [-0.3, -0.9, -0.5], [0.6, 0.9, -0.2], [0.0, -0.2, -0.1], [0.0, -0.7, -0.5], [-0.1, 0.3, 0.1], [-0.3, -0.1, 0.4], [-0.2, 0.3, -0.5], [1.3, -0.3, -1.6], [-1.4, 0.5, 4.3], [0.2, -0.4, 0.0], [0.6, -1.2, -1.7], [-0.7, -0.2, 0.0], [1.0, 0.7, -1.9], [-0.4, -0.3, 0.4], [-0.5, 0.1, -0.1], [0.4, 0.5, 0.4], [-0.7, 0.4, -0.1], [-0.5, 0.3, 0.4], [0.3, 0.0, -0.3], [-0.2, 0.3, -0.3], [0.0, 0.2, 0.1], [-0.1, 0.6, -0.1], [1.0, -0.2, -0.3], [-0.8, -0.5, 0.2], [3.5, 0.7, -1.0], [-1.6, 0.1, -0.8], [-0.5, -1.9, -0.5], [0.1, 0.3, -0.8], [1.6, 0.4, 1.1], [-1.4, 1.6, 1.2], [-0.6, 0.4, 0.2], [0.5, -0.3, 0.2], [-1.1, 0.4, 0.1], [-0.2, -0.8, 0.6], [-0.1, 0.0, 0.9], [0.2, 0.0, -0.4], [0.1, -0.2, -0.3], [0.2, -0.4, -0.2], [-1.2, 0.2, -0.2], [0.3, -0.7, -1.0], [0.0, 0.4, 1.1], [-0.6, -0.5, -0.8], [-2.1, 2.2, 1.0], [1.7, 0.0, 1.4], [-0.2, 1.6, 0.0], [0.0, -0.4, -0.2], [2.2, -0.3, -0.7], [-0.2, -0.2, 0.1], [0.1, 0.2, -0.2], [0.2, -0.2, -0.1], [0.4, -1.1, -0.1], [-0.4, -0.6, -0.5], [-0.3, -0.4, -0.1], [-0.2, 0.3, 0.1], [0.0, 0.0, -0.1], [0.0, -0.1, -0.2], [-0.9, -0.4, -0.7], [0.2, 0.1, 1.0], [0.2, 2.2, 0.8], [0.2, -1.6, -0.3], [-0.5, 0.6, -0.7], [0.2, -0.3, 0.8], [0.9, 0.4, -1.0], [-0.9, -0.2, -0.1], [0.5, -0.2, -0.8], [-0.8, -0.3, 0.2], [0.7, -0.2, -0.4], [-0.2, 0.3, 0.1], [0.0, -0.4, 0.8], [-0.4, 0.1, -0.5], [-0.4, 0.1, -0.4], [-0.1, -0.2, 0.3], [0.1, 0.2, 0.5], [0.1, -0.2, 0.5], [0.0, -0.3, 0.1], [0.5, 0.3, 1.3], [0.8, -0.7, -1.0], [0.7, 0.4, -2.7], [-0.1, 0.6, 1.5], [-0.5, -1.1, -0.4], [0.6, 0.4, 1.2], [-0.5, 0.6, -0.1], [-0.6, -0.2, -0.1], [0.3, 0.4, -0.1], [-0.5, 0.0, 0.8], [-0.1, -0.6, 0.2], [-0.2, -0.3, 0.0], [-0.2, -0.2, -0.5], [0.6, -0.3, -0.4], [-0.4, 0.5, 0.0], [-0.4, -0.2, 0.1], [0.0, 0.2, -0.1], [-0.6, -0.3, 0.6], [0.6, -0.8, -0.6], [0.7, -0.3, 0.1], [-0.8, 0.9, -0.1], [0.3, -0.6, -0.4], [-2.6, -0.1, 1.4], [0.6, 0.3, 0.5], [0.3, -0.4, -0.7], [0.0, -0.3, 0.1], [1.4, 0.8, -1.2], [-0.2, -0.4, 0.3], [0.2, -0.1, -0.3], [-0.2, 0.3, -0.4], [-0.3, 0.3, -0.4], [0.0, 0.3, 0.8], [-0.4, 0.2, -0.1], [0.7, 0.1, 0.3], [0.3, -1.1, -0.9], [-0.5, -0.2, 1.7], [0.8, -0.1, -0.2], [-2.2, -0.5, -0.5], [1.4, 0.5, 0.8], [-0.9, 0.6, 0.7], [0.1, 0.1, -0.2], [0.3, -0.3, -0.1], [-0.5, 0.7, 0.3], [-0.4, -0.2, -0.2], [-0.3, 0.0, -0.7], [0.8, 0.0, 0.4], [0.4, 0.2, -0.5], [0.2, 0.3, 0.3], [0.6, 0.1, -0.6], [-0.2, 0.2, 0.0], [0.0, -0.4, -0.4], [0.0, 1.6, 0.1], [1.3, -0.7, 0.8], [-1.5, 1.1, 1.3], [0.9, -0.7, -1.6], [-0.4, 0.6, 0.7], [0.4, -1.5, -1.0], [-0.3, -0.1, -0.2], [-0.3, -0.2, 0.4], [0.1, 0.2, -0.2], [-0.4, 1.4, 0.2], [-0.3, 0.1, -0.3], [0.4, -0.1, -0.1], [-0.2, 0.1, 0.7], [-0.3, 0.1, -0.3], [0.7, -0.9, -0.3], [-0.3, 0.0, -0.1], [0.1, 0.2, -0.1], [-0.8, -0.8, 1.1], [1.2, -1.5, 0.8], [-1.0, 1.3, 0.6], [0.8, -0.6, 0.8], [0.0, 1.4, -0.8], [0.0, -0.6, 1.1], [0.3, 0.2, -0.1], [-0.1, -0.2, 0.0], [-0.2, 0.3, -0.3], [0.0, -0.2, -0.7], [1.1, -0.4, -0.6], [-0.6, 0.4, -0.5], [-0.4, -0.9, 0.1], [0.3, 0.2, -0.3], [-0.5, -0.8, -0.3], [0.2, 0.3, -0.5], [0.0, 1.0, 0.1], [1.7, -1.2, -1.0], [0.3, -0.5, 0.5], [-0.9, 1.1, 0.3], [0.1, -0.7, 0.4], [-1.3, -0.4, -1.6], [0.6, 1.5, 0.3], [0.2, -0.1, 0.7], [-0.7, 0.3, -0.2], [-0.2, 0.2, -0.3], [0.4, 0.2, 0.3], [-0.1, -0.2, 1.1], [0.6, -0.3, -0.9], [0.2, 0.1, 0.2], [0.1, 0.5, 0.1], [-0.5, -0.4, 0.1], [0.4, -0.6, 0.1], [-0.5, 0.4, -0.3], [0.6, -1.2, 1.7], [-1.5, 1.6, -0.9], [-0.1, 0.6, 2.7], [0.8, -1.1, -3.8], [0.0, 0.4, -0.2], [-0.3, -0.4, 0.0], [0.4, -0.2, 0.1], [-0.1, 0.4, 0.0], [-1.3, 0.9, -2.8], [-1.0, 0.2, -0.1], [1.8, -0.2, 2.6], [-0.1, -1.6, -0.7], [0.5, 0.9, 1.7], [0.3, -0.1, -0.4], [0.4, 0.1, 0.2], [-0.5, -0.3, -0.3], [-1.4, 3.4, -1.2], [1.0, 0.4, -0.3], [0.0, -4.4, -3.0], [0.0, -0.9, 3.8], [0.0, 0.3, 0.2], [0.1, 0.2, 0.1], [0.1, 0.4, 0.3], [0.2, 0.3, 0.1], [0.8, -1.9, 1.2], [-0.2, 0.1, 1.1], [-1.2, -0.2, -2.1], [0.7, 1.3, 0.6], [0.5, 0.0, 0.1], [-0.7, -1.1, -0.7], [0.2, 0.3, 0.6], [0.1, 0.8, -0.5], [-0.5, -0.4, -1.5], [1.0, -0.4, 0.9], [-0.4, 0.6, -0.1], [-0.2, 0.0, 1.6], [0.2, -0.2, -0.1], [0.3, -0.1, -0.2], [0.0, 0.1, -0.3], [0.0, 0.2, 0.2], [1.4, -0.3, -1.4], [0.5, 1.4, -0.6], [0.6, 1.0, 1.0], [-2.9, -3.1, 1.5], [0.4, 0.8, 0.1], [-0.3, 0.1, 0.0], [0.3, 0.4, -0.1], [-0.3, -0.4, -0.4]], "orbital_gap_ev": 8.9, "largest_force_ev_per_a": 5.31, "total_charge": 0}